# 1
Formula: C4H14NOS
Source: OMol25
Level of theory: ωB97M-V/def2-TZVPD

The geometry in XYZ format:
```
21
Properties=species:S:1:pos:R:3:forces:R:3:nbo_charge:R:1
H -0.10261 -0.39068 -1.88036 -0.3 -0.6 0.1 0.23
H -1.40399 -0.77198 1.54379 -0.1 0.2 0.0 0.44
H -1.68191 -0.01183 0.08861 -0.1 0.1 0.1 0.43
H 1.35249 -1.26988 -1.57736 -0.1 -0.2 0.4 0.26
H -1.46178 -2.71587 0.23302 -0.2 0.0 0.1 0.22
H -1.91222 3.19180 0.12039 0.2 0.0 0.2 0.49
C -0.38467 -2.62247 0.17882 0.6 0.4 -0.9 -0.64
H -0.90071 3.36698 1.26801 -0.1 0.0 0.0 0.49
O -1.17589 2.75765 0.57443 -0.2 -0.1 -0.2 -0.98
C 1.32468 0.83960 -1.00964 -0.9 -0.3 1.0 -0.50
H 0.10588 -3.11826 1.00770 -0.3 -0.2 0.2 0.24
C 0.64872 -0.57986 -1.10769 0.7 1.2 -1.4 -0.45
H 0.86231 -1.09575 0.92033 0.4 0.0 0.0 0.22
S 1.77108 1.30205 0.71378 0.4 -0.2 0.0 -0.07
C 0.10117 -1.15641 0.15131 -0.2 -0.7 1.3 -0.04
H -0.49701 0.58197 1.10812 -0.2 0.2 -0.1 0.47
H -0.06756 -3.13555 -0.73016 0.0 0.0 0.0 0.25
H 0.52353 1.53562 -1.24672 0.4 0.3 -0.4 0.23
H 2.19384 0.94408 -1.65440 -0.2 -0.1 -0.1 0.25
N -0.96822 -0.27456 0.76811 0.2 0.0 -0.3 -0.70
H 1.67286 2.62332 0.52992 0.0 0.0 0.0 0.16
```
Positions in Å, forces in eV/Å.

The highest occupied orbital energy is -13.0 eV. The maximum force is 1.9 eV/Å. Its net charge is +1.

# 2
Formula: C4H14NOS2
Source: OMol25
Level of theory: ωB97M-V/def2-TZVPD

The geometry in XYZ format:
```
22
Properties=species:S:1:pos:R:3:forces:R:3:lowdin_spin:R:1
H -0.89242 -0.84674 -3.32955 0.0 -0.5 0.1 0.00
H -1.74096 1.24671 -1.24679 0.3 -0.2 0.1 0.00
H -1.14019 2.81449 2.93996 -0.2 -0.7 -0.6 0.00
N 1.20663 -0.38995 -0.82985 -1.1 1.6 0.7 0.06
S 0.75083 1.86599 1.74863 -0.5 -1.0 1.1 0.16
H 0.81393 -0.86002 0.00338 0.9 0.0 -0.2 0.02
C -0.69492 1.79714 2.92338 0.4 1.9 0.4 0.02
H 0.29404 -2.39435 1.12744 0.2 -0.3 0.5 0.06
C -0.55189 -1.17076 -2.33964 -0.4 2.0 0.4 0.01
H 1.59924 -2.92699 1.83937 -0.5 0.6 -0.5 0.02
C 0.03954 0.11631 -1.66317 2.0 -1.9 -1.6 0.04
H -1.43855 1.00546 2.81905 0.4 0.0 -0.3 0.02
H 0.61138 0.67307 -2.46430 -0.9 0.2 0.7 0.05
O 1.24724 -2.22410 1.25278 0.1 -0.5 0.2 0.13
C -0.84699 0.86633 -0.72205 -0.8 -0.2 -0.7 0.04
H -0.26720 1.83869 3.92494 0.3 -0.8 0.1 0.00
H 1.90469 -0.95905 -1.32490 -0.1 0.0 0.0 0.08
H 0.25173 -1.90282 -2.40065 -0.4 -0.2 -0.2 0.02
H 1.63450 0.51077 -0.51119 0.5 -0.7 0.2 0.07
H -1.23192 0.11322 -0.00590 0.0 0.1 0.5 0.05
S -0.13014 2.31841 0.01594 -0.3 1.1 -0.7 0.11
H -1.41859 -1.49182 -1.75688 0.2 -0.4 -0.1 0.03
```
Positions in Å, forces in eV/Å.

The highest occupied orbital energy (alpha / beta) is -2.3 / -9.0 eV. The maximum force is 3.2 eV/Å. Its expectation value of S² is 0.751. The multiplicity is 2.

# 3
Formula: C4H14NOS2
Source: OMol25
Level of theory: ωB97M-V/def2-TZVPD

The geometry in XYZ format:
```
22
Properties=species:S:1:pos:R:3:forces:R:3:lowdin_spin:R:1
H -1.73687 -0.96559 -2.27120 0.0 0.1 0.3 0.01
H -0.15298 2.77795 3.47444 -0.3 0.1 0.1 0.00
C -0.50447 1.75436 3.43670 0.6 -0.9 -0.7 0.02
S 0.25452 1.93360 0.46819 -0.2 0.4 -0.4 0.07
H -1.56218 1.61159 3.25930 -0.2 0.3 0.0 0.00
H -1.38922 0.24305 0.01415 0.2 -0.3 -0.1 0.01
H 1.59397 -0.51566 -0.47535 0.2 -0.2 0.1 0.11
N 0.83801 -0.89973 -1.09490 -0.5 0.3 -0.8 0.15
H 2.13532 -1.77887 1.40100 0.0 0.1 -0.4 0.04
C 0.01872 0.20988 -1.68981 -0.6 -1.3 0.0 0.06
H 0.71382 0.87596 -2.19360 0.1 0.2 0.2 0.02
H -1.40131 0.43854 -3.25751 0.1 -0.1 -0.4 0.01
C -0.79185 0.89577 -0.61691 0.0 0.8 0.0 0.02
S 0.46346 0.84604 2.15275 0.0 -0.1 0.5 0.11
C -0.93072 -0.38826 -2.72705 -0.1 -0.3 0.3 0.06
H 1.51414 -3.07959 1.77794 -0.2 -0.2 -0.3 0.02
O 1.62072 -2.50608 1.00245 0.2 0.0 0.8 0.08
H -0.19684 1.18640 4.31298 -0.1 0.3 0.3 0.00
H -0.43286 -1.12192 -3.36313 0.1 0.5 -0.4 0.03
H 1.22927 -1.48395 -1.87823 0.5 0.1 0.2 0.13
H -1.52079 1.51746 -1.15098 0.2 0.3 0.2 0.00
H 0.23812 -1.55094 -0.58122 0.0 -0.1 0.5 0.04
```
Positions in Å, forces in eV/Å.

The highest occupied orbital energy (alpha / beta) is -3.1 / -8.9 eV. The maximum force is 1.4 eV/Å. Its expectation value of S² is 0.751. The multiplicity is 2.

The calculation returns the following calculated total energy values, one per record and in order: -18741.6758, -29579.0271, -29580.1755 eV.
The calculation returns the following M values, one per record and in order: 124.23, 156.30, 156.30 g/mol.